Run one
16
Properties=species:S:1:pos:R:3:mulliken_charge:R:1 method="wB97M-V/def2-TZVPD" e_homo_ev=-6.483 homo_lumo_gap_ev=7.1
C -0.61 -1.59 -0.51 -0.241
C -3.51 0.28 -0.19 0.782
C -0.18 -0.18 -1.07 -0.730
C -0.97 -0.26 1.15 -0.625
N -0.79 -1.51 0.76 -0.355
N -0.26 0.63 0.13 0.296
N 1.12 0.77 0.59 -0.783
O -3.89 -0.81 -0.07 -0.351
O -3.00 1.27 -0.45 -0.438
H -0.53 -2.49 -1.01 0.496
H 0.85 -0.30 -1.31 0.364
H -0.70 0.18 -1.92 0.313
H -0.74 -0.16 2.22 0.286
H 1.16 1.13 1.52 0.328
H -0.74 1.47 0.07 0.367
H 1.36 -0.19 0.57 0.293


Run two
16
Properties=species:S:1:pos:R:3:mulliken_charge:R:1 method="wB97M-V/def2-TZVPD" e_homo_ev=-7.413 homo_lumo_gap_ev=8.0
C 0.45 -1.01 -2.10 -0.892
N 0.20 -0.74 -0.70 -0.229
N -1.73 0.23 0.59 -0.409
C -1.16 -0.99 0.62 0.643
C 0.55 0.37 -0.07 0.284
C -0.31 0.62 1.00 0.105
N -0.15 1.35 2.18 -0.555
O 1.65 1.12 -0.32 -0.495
O -1.36 -2.11 0.98 -0.511
H 2.28 0.61 -0.84 0.333
H -2.40 0.38 1.33 0.338
H -0.19 2.36 2.06 0.244
H 0.67 1.10 2.71 0.245
H -0.49 -0.99 -2.65 0.280
H 0.88 -2.01 -2.22 0.288
H 1.11 -0.28 -2.57 0.332


What should be chosen as the most stable of them? Choose run two.


Run one
17
Properties=species:S:1:pos:R:3:mulliken_charge:R:1 method="wB97M-V/def2-TZVPD" charge=+1 e_homo_ev=-15.897 homo_lumo_gap_ev=11.7
C -0.74 1.95 -0.48 -1.292
C -0.56 0.55 0.00 0.710
N -1.23 -0.22 0.80 -0.641
N -0.51 -1.32 0.91 0.914
C -1.02 -2.22 1.87 -0.664
N 0.61 -1.27 0.30 -0.836
N 0.59 -0.07 -0.32 0.506
C 1.80 0.28 -1.18 -0.768
H -0.30 2.33 -1.31 0.434
H -1.81 2.15 -0.72 0.339
H -0.40 2.70 0.31 0.321
H -1.76 -1.72 2.40 0.336
H -1.34 -3.17 1.41 0.302
H -0.18 -2.54 2.53 0.323
H 1.95 1.40 -0.92 0.335
H 2.51 -0.29 -0.75 0.372
H 1.53 0.08 -2.19 0.311


Run two
17
Properties=species:S:1:pos:R:3:mulliken_charge:R:1 method="wB97M-V/def2-TZVPD" charge=+1 e_homo_ev=-14.161 homo_lumo_gap_ev=9.0
H -2.67 2.43 -1.58 0.261
N -2.04 1.82 -1.09 -0.521
C -1.56 0.77 -1.56 0.525
N -1.71 0.06 -2.68 -0.323
N -0.99 -0.19 -0.61 -0.827
N -0.08 -0.23 0.12 0.893
C 0.88 -0.35 0.89 0.693
C 1.99 -1.24 0.68 -0.985
C 0.69 0.20 2.28 -1.143
H -1.09 -0.61 -2.85 0.179
H -2.16 0.45 -3.46 0.227
H 1.90 -1.69 -0.34 0.330
H 1.92 -2.06 1.45 0.310
H 3.01 -0.63 0.80 0.322
H 0.04 1.05 2.28 0.377
H 1.56 0.79 2.69 0.365
H 0.30 -0.59 2.97 0.316


Run three
17
Properties=species:S:1:pos:R:3:mulliken_charge:R:1 method="wB97M-V/def2-TZVPD" charge=+1 e_homo_ev=-12.068 homo_lumo_gap_ev=7.2
C 0.17 -0.39 -0.99 -0.171
C -0.79 -0.17 0.04 0.599
C -1.70 0.72 0.68 -1.159
C 1.96 0.49 0.41 -0.791
N 2.53 -0.66 -1.52 -0.862
N -0.40 -1.38 -0.08 0.517
N 1.70 -0.15 -0.85 0.660
N -0.65 -2.66 -0.17 -0.829
H 0.00 -0.36 -2.04 0.403
H -1.29 1.65 1.05 0.306
H -2.31 1.14 -0.20 0.339
H -2.32 0.31 1.47 0.350
H 1.07 1.08 0.57 0.283
H 2.19 -0.28 1.12 0.305
H 2.70 1.19 0.22 0.394
H 0.23 -3.13 0.18 0.327
H -1.43 -3.01 0.49 0.327


What should be chosen as the most stable of them? Choose run one.


Run one
64
Properties=species:S:1:pos:R:3:mulliken_charge:R:1 method="wB97M-V/def2-TZVPD" charge=+2 e_homo_ev=-14.353 homo_lumo_gap_ev=6.1
W -0.82 -0.40 0.05 0.156
Cl 3.68 3.58 -4.47 -0.120
C 2.68 2.80 -3.33 0.414
C 2.57 3.30 -2.03 0.381
Cl 3.48 4.66 -1.55 -0.125
C 1.72 2.69 -1.12 0.132
Cl 1.50 3.27 0.48 -0.087
C 1.02 1.55 -1.50 -2.069
O 0.15 0.93 -0.65 2.147
C 1.20 1.01 -2.77 1.257
Cl 0.43 -0.51 -3.00 -0.058
C 1.99 1.63 -3.71 0.126
Cl 2.14 0.99 -5.28 -0.140
Br -2.28 2.76 -1.55 0.002
C -2.76 1.09 -2.28 -0.042
C -3.65 1.08 -3.35 -0.723
C -4.02 -0.12 -3.91 -0.582
C -3.50 -1.29 -3.38 -0.616
C -2.62 -1.21 -2.34 0.814
N -2.21 -0.04 -1.78 0.255
C -2.03 -2.43 -1.71 0.206
O -2.35 -3.54 -1.96 -0.510
O -1.07 -2.07 -0.84 -0.568
H -4.04 2.02 -3.71 0.499
H -4.70 -0.14 -4.75 0.492
H -3.77 -2.27 -3.77 0.571
O -0.64 2.58 2.60 -0.665
S -0.90 1.23 2.27 1.518
O -1.77 1.01 1.05 -0.541
O 0.29 0.43 1.88 -0.321
C -1.93 0.52 3.53 0.200
C -2.02 1.19 4.74 -0.513
C -3.00 0.81 5.65 -0.735
C -3.89 -0.21 5.35 -0.697
C -3.79 -0.89 4.14 -0.611
C -2.83 -0.52 3.22 0.108
S -2.59 -1.57 1.81 1.513
O -1.08 -1.54 1.68 -0.606
O -3.16 -2.83 2.07 -0.619
O -2.96 -0.97 0.50 -0.551
H -1.34 2.00 4.94 0.539
H -3.07 1.33 6.60 0.452
H -4.66 -0.49 6.06 0.449
H -4.45 -1.71 3.91 0.547
C 1.64 -2.43 1.79 -1.502
P 1.44 -1.60 0.18 1.561
C 1.74 -2.99 -0.96 -1.559
C 2.88 -0.52 0.02 0.760
C 3.52 -0.40 -1.22 -0.547
C 4.62 0.43 -1.35 -0.797
C 5.09 1.14 -0.25 -0.613
C 4.45 1.03 0.98 -0.806
C 3.34 0.22 1.11 -0.708
H 1.54 -1.72 2.61 0.344
H 2.62 -2.89 1.82 0.518
H 0.87 -3.19 1.89 0.457
H 2.79 -3.27 -0.89 0.528
H 1.52 -2.74 -2.00 0.357
H 1.11 -3.83 -0.67 0.497
H 3.18 -0.98 -2.07 0.482
H 5.12 0.51 -2.30 0.529
H 5.96 1.77 -0.35 0.473
H 4.82 1.58 1.83 0.459
H 2.83 0.15 2.06 0.288


Run two
64
Properties=species:S:1:pos:R:3:mulliken_charge:R:1 method="wB97M-V/def2-TZVPD" charge=+2 e_homo_ev=-14.334 homo_lumo_gap_ev=6.1
W 0.63 0.30 0.59 0.271
Cl -2.98 -5.90 -1.71 -0.121
C -2.30 -4.44 -1.16 0.325
C -3.12 -3.33 -0.92 0.392
Cl -4.80 -3.41 -1.23 -0.127
C -2.58 -2.15 -0.43 0.153
Cl -3.55 -0.79 -0.08 -0.099
C -1.21 -2.07 -0.23 -2.061
O -0.65 -0.93 0.26 2.152
C -0.39 -3.16 -0.52 1.212
Cl 1.31 -2.89 -0.41 -0.078
C -0.92 -4.35 -0.96 0.200
Cl 0.11 -5.67 -1.28 -0.142
Br -1.15 -1.79 3.26 0.005
C 0.71 -1.90 3.11 -0.009
C 1.37 -2.72 4.02 -0.721
C 2.74 -2.85 3.95 -0.619
C 3.43 -2.14 2.98 -0.615
C 2.72 -1.36 2.12 0.785
N 1.37 -1.24 2.15 0.258
C 3.40 -0.57 1.06 0.154
O 4.57 -0.43 0.94 -0.504
O 2.47 -0.02 0.23 -0.555
H 0.78 -3.24 4.76 0.500
H 3.26 -3.50 4.65 0.494
H 4.51 -2.19 2.89 0.576
O -2.92 1.89 1.39 -0.655
S -1.54 1.98 1.13 1.499
O -0.64 1.05 1.94 -0.547
O -1.10 1.59 -0.25 -0.332
C -0.95 3.55 1.70 0.208
C -1.89 4.52 1.95 -0.503
C -1.52 5.68 2.62 -0.742
C -0.22 5.85 3.06 -0.698
C 0.74 4.88 2.81 -0.644
C 0.38 3.73 2.14 0.121
S 1.70 2.66 1.64 1.482
O 1.19 2.22 0.26 -0.598
O 2.91 3.37 1.65 -0.614
O 1.72 1.32 2.31 -0.549
H -2.92 4.35 1.64 0.537
H -2.27 6.44 2.81 0.448
H 0.05 6.75 3.59 0.446
H 1.77 5.02 3.11 0.549
C 0.97 2.06 -2.55 -1.530
P 0.86 0.35 -1.97 1.669
C 2.36 -0.40 -2.66 -1.586
C -0.53 -0.39 -2.84 0.716
C -0.43 -1.70 -3.31 -0.542
C -1.49 -2.28 -3.98 -0.800
C -2.66 -1.55 -4.19 -0.607
C -2.76 -0.24 -3.72 -0.823
C -1.71 0.34 -3.04 -0.680
H 0.11 2.64 -2.24 0.343
H 1.03 2.03 -3.64 0.530
H 1.87 2.52 -2.14 0.455
H 2.23 -0.43 -3.74 0.550
H 2.55 -1.39 -2.28 0.344
H 3.21 0.24 -2.41 0.495
H 0.49 -2.26 -3.18 0.481
H -1.41 -3.29 -4.35 0.528
H -3.48 -2.00 -4.73 0.471
H -3.67 0.32 -3.90 0.458
H -1.80 1.35 -2.66 0.296


What should be chosen as the most stable of them? Choose run two.


Run one
23
Properties=species:S:1:pos:R:3:mulliken_charge:R:1 method="wB97M-V/def2-TZVPD" e_homo_ev=-8.362 homo_lumo_gap_ev=9.2
H 0.54 1.23 1.93 0.232
N 1.22 1.51 1.22 -0.719
C 1.35 0.67 0.27 0.688
C 2.32 0.96 -0.82 -1.335
N 1.18 -0.81 0.48 0.567
N 2.04 -1.73 -0.07 -0.725
O 0.49 -1.26 1.64 -0.447
H 2.38 2.04 -0.97 0.396
H 2.07 0.42 -1.73 0.303
H 3.32 0.63 -0.53 0.292
H 1.52 -2.54 -0.40 0.221
H 2.73 -2.05 0.61 0.223
H -0.36 -0.75 1.63 0.423
C -2.82 0.28 0.59 -1.077
N -1.48 0.09 0.04 -0.142
C -1.52 -0.01 -1.41 -0.919
H -3.37 1.13 0.18 0.306
H -2.73 0.39 1.67 0.308
H -3.38 -0.65 0.42 0.347
H -0.91 0.65 0.69 0.205
H -2.06 0.80 -1.90 0.328
H -0.53 -0.07 -1.86 0.228
H -2.02 -0.95 -1.67 0.297


Run two
23
Properties=species:S:1:pos:R:3:mulliken_charge:R:1 method="wB97M-V/def2-TZVPD" e_homo_ev=-8.414 homo_lumo_gap_ev=9.3
H -1.30 -1.99 1.48 0.210
N -1.72 -1.78 0.57 -0.813
C -0.85 -1.44 -0.33 0.132
N 0.49 -1.73 -0.35 0.270
C 1.31 -1.37 -1.48 -0.775
N 1.24 -1.81 0.84 -0.742
H -1.26 -1.26 -1.32 0.355
H 0.70 -1.34 -2.38 0.327
H 1.78 -0.40 -1.33 0.218
H 2.09 -2.12 -1.61 0.284
H 0.79 -2.45 1.48 0.275
H 1.32 -0.88 1.27 0.270
C -1.81 1.45 0.47 -1.038
N -0.64 0.61 0.67 -0.031
O 0.63 1.48 0.88 -0.388
C 0.97 2.28 -0.21 -0.632
H -1.74 1.92 -0.51 0.332
H -1.91 2.23 1.24 0.291
H -2.68 0.80 0.49 0.419
H -0.64 0.26 1.62 0.258
H 1.99 2.64 -0.03 0.242
H 0.94 1.72 -1.15 0.257
H 0.32 3.17 -0.30 0.277


What should be chosen as the most stable of them? Choose run two.